No. 1
{
  "formula": "C4H8N2O2",
  "method": "ωB97M-V/def2-TZVPD",
  "total_charge": 0,
  "spin_multiplicity": 1,
  "homo_lumo_gap_ev": 5.898,
  "homo_ha": -0.325,
  "largest_force_ev_per_a": 3.51,
  "species": ["O", "C", "N", "C", "O", "C", "N", "C", "H", "H", "H", "H", "H", "H", "H", "H"],
  "coordinates": [[-0.64707, 0.76337, 2.43440], [-0.74903, 1.01262, 1.31009], [-1.85128, 0.83913, 0.48484], [-1.42105, -0.06310, -0.26137], [-0.88781, -2.20778, -1.32466], [0.52352, 1.59812, 0.58005], [0.75866, 0.90286, -0.62949], [1.36188, -0.37090, -0.36575], [-1.65563, -1.15669, -0.04979], [-0.75021, -0.01179, -1.15516], [1.34605, 1.45824, 1.27781], [0.44116, 2.66879, 0.39683], [-1.02588, -3.01894, -1.83280], [0.85796, -1.25090, -0.82715], [2.39295, -0.45708, -0.71018], [1.30579, -0.70596, 0.67233]]
}

***

No. 2
{
  "formula": "C5H15N2",
  "method": "ωB97M-V/def2-TZVPD",
  "total_charge": 1,
  "spin_multiplicity": 1,
  "homo_lumo_gap_ev": 11.378,
  "homo_ha": -0.519,
  "smiles": "CNC[C@@H](C)[NH2+]C",
  "largest_force_ev_per_a": 2.23,
  "species": ["C", "N", "C", "C", "C", "N", "C", "H", "H", "H", "H", "H", "H", "H", "H", "H", "H", "H", "H", "H", "H", "H"],
  "coordinates": [[1.54270, -1.69428, 1.30320], [1.46777, -0.25115, 0.91327], [1.24201, -0.09314, -0.52857], [-0.08415, 0.62009, -0.79014], [-0.76964, 0.10375, -2.07141], [-0.97245, 0.29142, 0.41372], [-1.92291, 1.31554, 0.97497], [1.58793, -1.68497, 2.40471], [2.40381, -2.21415, 0.88289], [0.60874, -2.16236, 0.96801], [2.33069, 0.18734, 1.21044], [2.04434, 0.52080, -0.95680], [1.29568, -1.04664, -1.04867], [0.08358, 1.68479, -0.96979], [-0.08791, 0.40590, -2.88360], [-1.74913, 0.54500, -2.26455], [-0.81227, -0.99184, -2.10749], [-1.54560, -0.52396, 0.23449], [-0.14427, 0.24727, 1.10676], [-2.28849, 1.99660, 0.18706], [-1.38114, 1.90612, 1.73745], [-2.84931, 0.83785, 1.28404]]
}

***

No. 3
{
  "formula": "C4H8N2O",
  "method": "ωB97M-V/def2-TZVPD",
  "total_charge": 0,
  "spin_multiplicity": 1,
  "homo_lumo_gap_ev": 9.983,
  "homo_ha": -0.341,
  "smiles": "[H]/N=C(\\NC)C(C)=O",
  "largest_force_ev_per_a": 0.51,
  "species": ["H", "N", "C", "N", "C", "C", "C", "O", "H", "H", "H", "H", "H", "H", "H"],
  "coordinates": [[-0.59192, 0.12936, 1.99459], [0.25718, 0.20871, 1.43381], [0.01842, 0.11880, 0.17827], [-1.14957, -0.11395, -0.47196], [-2.42019, -0.17815, 0.19976], [1.19101, 0.24114, -0.78612], [2.54163, 0.02044, -0.17950], [0.98224, 0.43085, -1.96758], [-1.10042, -0.00805, -1.47493], [-3.17420, -0.54146, -0.50145], [-2.73985, 0.79942, 0.58788], [-2.37197, -0.88472, 1.03816], [2.58924, -1.05114, 0.05151], [3.33897, 0.28294, -0.87638], [2.62943, 0.54580, 0.77395]]
}

***

No. 4
{
  "formula": "C6H13NO2PS",
  "method": "ωB97M-V/def2-TZVPD",
  "total_charge": 1,
  "spin_multiplicity": 1,
  "homo_lumo_gap_ev": 9.080,
  "homo_ha": -0.482,
  "largest_force_ev_per_a": 4.68,
  "species": ["C", "C", "C", "C", "C", "C", "N", "O", "O", "P", "S", "H", "H", "H", "H", "H", "H", "H", "H", "H", "H", "H", "H", "H"],
  "coordinates": [[-1.54188, -0.34085, -0.14555], [-1.78303, 0.35856, -1.54424], [-0.69787, -2.52561, 0.91303], [2.65517, 1.30139, 0.22865], [-1.35288, -1.86871, -0.25488], [1.66821, 2.43006, 0.65381], [1.88542, 0.49320, -0.68195], [-0.38316, 0.83369, -1.75974], [0.35993, 1.86464, 0.48919], [0.27507, 0.56937, -0.43824], [-2.51790, 0.33531, 1.06148], [-2.22540, -0.20651, -2.46554], [-2.35557, 1.21731, -1.40010], [0.28331, -2.15134, 0.78970], [-0.72081, -3.57244, 0.83070], [-1.06730, -2.21555, 1.86712], [3.07625, 0.72969, 1.12432], [2.27695, -0.40736, -0.89653], [3.50456, 1.72126, -0.34712], [-2.27145, -2.29255, -0.70100], [-0.50645, -1.86291, -1.06003], [1.72289, 3.22369, -0.13523], [1.81217, 2.70895, 1.72615], [-2.09623, -0.34327, 2.14598]]
}

***

No. 5
{
  "formula": "C41H33IN5O4Pd",
  "method": "ωB97M-V/def2-TZVPD",
  "total_charge": -1,
  "spin_multiplicity": 3,
  "s2": 2.009,
  "homo_lumo_gap_ev": [6.118, 5.713],
  "homo_ha": [-0.149, -0.145],
  "largest_force_ev_per_a": 0.71,
  "species": ["Pd", "C", "C", "N", "C", "C", "C", "O", "C", "C", "N", "C", "C", "C", "C", "C", "C", "I", "C", "O", "H", "H", "H", "H", "H", "H", "H", "H", "H", "H", "H", "H", "O", "C", "N", "C", "C", "O", "N", "C", "C", "C", "C", "C", "C", "C", "C", "C", "C", "C", "C", "H", "H", "H", "H", "H", "H", "H", "H", "H", "H", "H", "C", "C", "C", "C", "C", "C", "N", "C", "C", "C", "C", "C", "C", "H", "H", "H", "H", "H", "H", "H", "H", "H", "H"],
  "coordinates": [[0.14844, -0.00294, 0.26079], [0.79930, -1.06246, -4.15743], [-0.30972, -1.82601, -3.51646], [-0.78822, -2.88341, -4.09632], [-1.74516, -3.59340, -3.45333], [-2.21683, -3.29389, -2.20658], [-3.23658, -4.21623, -1.59452], [-2.71751, -4.97238, -0.50133], [-1.72046, -2.13157, -1.53412], [-2.19302, -1.83604, -0.21797], [-1.91454, -0.79270, 0.52839], [-2.58582, -0.66349, 1.76425], [-3.77289, -1.35828, 2.04620], [-4.42340, -1.24671, 3.25747], [-3.92900, -0.40892, 4.24282], [-2.79340, 0.33455, 3.97716], [-2.14310, 0.22432, 2.75661], [-0.49166, 1.49176, 2.50502], [-0.77335, -1.34003, -2.22653], [-0.29143, -0.24068, -1.81426], [1.03609, -1.50267, -5.12396], [1.67215, -1.09420, -3.50492], [0.53987, -0.00786, -4.26770], [-2.12585, -4.45255, -3.98872], [-3.60987, -4.89537, -2.37342], [-4.09571, -3.67111, -1.19441], [-1.84461, -5.27811, -0.77243], [-2.83582, -2.60774, 0.18996], [-4.21593, -1.99194, 1.29419], [-5.32932, -1.81437, 3.42375], [-4.42665, -0.31781, 5.19710], [-2.40235, 1.01089, 4.72214], [0.47057, -1.74045, 3.15962], [1.01970, -2.26572, 2.21089], [1.94124, -3.28657, 2.30481], [2.26523, -3.81096, 1.00009], [1.48834, -2.80658, 0.09872], [1.50704, -2.84860, -1.11041], [0.84464, -1.93501, 0.89159], [3.72707, -3.66891, 0.63315], [4.59438, -2.92855, 1.42374], [5.90735, -2.72395, 1.02563], [6.36264, -3.25375, -0.16958], [5.49400, -3.98113, -0.97149], [4.18509, -4.18197, -0.57710], [1.69887, -5.20878, 0.87250], [2.49404, -6.34272, 0.95441], [1.92069, -7.60635, 0.96685], [0.54424, -7.74816, 0.91263], [-0.25736, -6.61713, 0.84357], [0.31668, -5.36000, 0.81612], [1.96405, -3.85451, 3.13701], [4.23218, -2.49102, 2.34207], [6.56615, -2.13166, 1.64602], [7.38342, -3.08820, -0.48514], [5.83357, -4.38000, -1.91748], [3.50205, -4.71651, -1.21986], [3.56753, -6.24133, 1.00875], [2.55482, -8.47957, 1.02630], [0.09520, -8.73161, 0.92977], [-1.33481, -6.71683, 0.82592], [-0.31379, -4.48101, 0.77132], [4.81202, 1.92001, 2.74137], [3.96965, 0.82126, 2.84570], [3.03074, 0.54985, 1.87147], [2.88108, 1.37875, 0.74509], [3.73794, 2.49488, 0.65864], [4.67959, 2.74864, 1.63360], [1.90347, 1.11931, -0.17163], [2.05197, 1.60134, -1.46326], [1.00543, 2.28117, -2.08761], [1.11241, 2.70028, -3.40188], [2.27336, 2.46380, -4.12491], [3.32422, 1.78901, -3.51295], [3.21408, 1.35748, -2.20647], [5.54925, 2.12779, 3.50308], [4.04490, 0.15823, 3.69713], [2.38728, -0.32173, 1.96759], [3.64844, 3.16395, -0.18520], [5.31708, 3.61782, 1.53120], [0.09074, 2.45468, -1.52710], [0.28036, 3.21535, -3.86455], [2.35574, 2.78975, -5.15258], [4.23093, 1.58026, -4.06735], [4.02261, 0.80875, -1.74040]]
}

***

Please write out number 4 again, unchanged.
{
  "formula": "C6H13NO2PS",
  "method": "ωB97M-V/def2-TZVPD",
  "total_charge": 1,
  "spin_multiplicity": 1,
  "homo_lumo_gap_ev": 9.080,
  "homo_ha": -0.482,
  "largest_force_ev_per_a": 4.68,
  "species": ["C", "C", "C", "C", "C", "C", "N", "O", "O", "P", "S", "H", "H", "H", "H", "H", "H", "H", "H", "H", "H", "H", "H", "H"],
  "coordinates": [[-1.54188, -0.34085, -0.14555], [-1.78303, 0.35856, -1.54424], [-0.69787, -2.52561, 0.91303], [2.65517, 1.30139, 0.22865], [-1.35288, -1.86871, -0.25488], [1.66821, 2.43006, 0.65381], [1.88542, 0.49320, -0.68195], [-0.38316, 0.83369, -1.75974], [0.35993, 1.86464, 0.48919], [0.27507, 0.56937, -0.43824], [-2.51790, 0.33531, 1.06148], [-2.22540, -0.20651, -2.46554], [-2.35557, 1.21731, -1.40010], [0.28331, -2.15134, 0.78970], [-0.72081, -3.57244, 0.83070], [-1.06730, -2.21555, 1.86712], [3.07625, 0.72969, 1.12432], [2.27695, -0.40736, -0.89653], [3.50456, 1.72126, -0.34712], [-2.27145, -2.29255, -0.70100], [-0.50645, -1.86291, -1.06003], [1.72289, 3.22369, -0.13523], [1.81217, 2.70895, 1.72615], [-2.09623, -0.34327, 2.14598]]
}